# 1
Density functional theory data (the ωB97M-V functional and the def2-TZVPD basis) for a structure of composition C42H34BiF3N3O3PSTe.

Output
Frontier orbital gap (spin up / spin down), eV: 5.02 / 5.02
ΔE to the lowest compared entry with this formula, charge and spin, kcal/mol: 9.49
HOMO (spin up / spin down), eV: -0.88 / -0.88

Geometry as ORCA input:
```
! RIJCOSX wB97M-V def2-TZVPD def2/J DEFGRID3
* xyz -2 1
Bi -0.613 0.348 0.812
C 3.165 -0.824 3.085
C 3.087 0.050 4.217
C 1.996 0.840 4.400
C 0.913 0.840 3.472
C 0.945 -0.112 2.381
C 2.130 -0.905 2.215
C -0.178 1.718 3.550
C -0.432 2.556 4.682
C -1.477 3.405 4.708
C -2.355 3.498 3.580
C -3.432 4.392 3.541
C -4.260 4.454 2.443
C -4.004 3.624 1.347
C -2.948 2.746 1.359
C -2.107 2.645 2.481
N -1.057 1.750 2.499
H 4.053 -1.430 2.945
H 3.908 0.080 4.924
H 1.973 1.512 5.251
H 2.164 -1.597 1.380
H 0.225 2.483 5.537
H -1.670 4.029 5.574
H -3.590 5.048 4.391
H -5.096 5.143 2.426
H -4.633 3.677 0.467
H -2.736 2.153 0.481
C 3.385 2.320 0.032
C 3.927 1.596 -1.209
C 4.776 0.387 -0.820
C 2.843 1.192 -2.226
C 3.429 1.086 -3.649
O 3.069 -0.227 -4.093
C 2.336 -0.788 -3.076
N 2.207 -0.117 -2.012
C 1.787 -2.116 -3.452
C 2.613 -2.888 -4.281
C 2.187 -4.090 -4.803
C 0.898 -4.525 -4.532
C 0.077 -3.770 -3.720
C 0.488 -2.564 -3.137
P -0.754 -1.637 -2.030
C -1.927 -1.425 -3.436
C -1.724 -0.251 -4.165
C -2.551 0.076 -5.227
C -3.599 -0.765 -5.576
C -3.802 -1.937 -4.863
C -2.967 -2.270 -3.805
C -1.277 -3.159 -1.115
C -0.260 -3.993 -0.636
C -0.547 -5.122 0.112
C -1.865 -5.444 0.408
C -2.879 -4.603 -0.019
C -2.588 -3.462 -0.757
H 4.085 3.094 0.356
H 3.255 1.624 0.864
H 2.424 2.796 -0.168
H 4.561 2.306 -1.753
H 4.159 -0.320 -0.268
H 5.613 0.685 -0.184
H 5.170 -0.123 -1.705
H 2.047 1.935 -2.209
H 4.520 1.165 -3.666
H 3.002 1.834 -4.317
H 3.607 -2.524 -4.505
H 2.843 -4.677 -5.436
H 0.535 -5.452 -4.962
H -0.928 -4.120 -3.524
H -0.929 0.428 -3.869
H -2.388 1.001 -5.767
H -4.265 -0.499 -6.389
H -4.625 -2.596 -5.120
H -3.151 -3.187 -3.259
H 0.773 -3.753 -0.855
H 0.259 -5.749 0.474
H -2.093 -6.330 0.988
H -3.910 -4.825 0.229
H -3.391 -2.798 -1.038
S 0.034 3.723 -3.797
C -0.531 3.296 -2.309
N -0.904 2.988 -1.245
Te -0.914 -1.730 2.579
F -5.734 -1.063 -1.539
C -5.063 0.083 -1.231
F -4.756 0.670 -2.396
F -5.950 0.887 -0.612
C -3.813 -0.263 -0.340
O -4.022 -0.291 0.868
O -2.785 -0.505 -1.018
*
```

Atom charges from the Löwdin analysis, given in e for atoms 1 to 8: 1.3359, -0.1290, -0.1257, -0.0688, -0.3060, -0.7123, -0.2463, -0.2693

=====

# 2
Density functional theory data (the ωB97M-V functional and the def2-TZVPD basis) for a structure of composition C42H34BiN3O2PS.

Output
Frontier orbital gap, eV: 5.71
HOMO, eV: -3.52

Geometry as ORCA input:
```
! RIJCOSX wB97M-V def2-TZVPD def2/J DEFGRID3
* xyz -1 1
Bi 0.287 0.689 1.153
O -0.067 0.865 6.001
S 0.641 0.775 4.741
O 0.983 2.011 4.072
N -0.076 -0.135 3.663
C -0.647 -1.339 4.013
C -0.346 -2.096 5.133
C -0.947 -3.345 5.373
C -1.851 -3.888 4.506
C -2.203 -3.155 3.349
C -3.128 -3.645 2.400
C -3.455 -2.892 1.311
C -2.856 -1.622 1.179
N -1.996 -1.137 2.033
C -1.634 -1.882 3.109
C 2.204 -0.009 5.125
C 3.021 -0.427 4.084
C 4.245 -1.011 4.369
C 4.648 -1.175 5.689
C 3.821 -0.763 6.725
C 2.592 -0.179 6.445
H 0.364 -1.727 5.857
H -0.667 -3.884 6.270
H -2.300 -4.857 4.683
H -3.563 -4.627 2.553
H -4.154 -3.244 0.563
H -3.101 -0.994 0.327
H 2.687 -0.314 3.056
H 4.879 -1.340 3.555
H 5.607 -1.628 5.911
H 4.130 -0.901 7.754
H 1.927 0.145 7.234
C 1.915 -0.193 0.630
C 3.105 -0.840 0.223
C 3.094 -2.067 -0.474
C 4.267 -2.662 -0.901
C 5.504 -2.078 -0.647
C 5.536 -0.879 0.059
C 4.371 -0.272 0.490
H 2.139 -2.540 -0.669
H 4.213 -3.600 -1.443
H 6.418 -2.549 -0.984
H 6.487 -0.408 0.279
H 4.413 0.662 1.036
N -1.103 2.348 -1.260
C -1.831 3.069 -0.740
C -2.747 3.966 -0.091
C -3.191 5.109 -0.750
C -4.048 5.975 -0.092
C -4.450 5.700 1.209
C -4.003 4.559 1.860
C -3.148 3.682 1.213
H -2.867 5.304 -1.764
H -4.398 6.868 -0.592
H -5.113 6.385 1.721
H -4.309 4.353 2.877
H -2.777 2.794 1.709
C 1.087 0.479 -2.999
P -0.690 0.135 -3.312
C -0.487 -1.228 -4.537
C 0.037 -1.059 -5.818
C 0.186 -2.137 -6.675
C -0.181 -3.413 -6.260
C -0.694 -3.598 -4.986
C -0.848 -2.511 -4.136
C -1.127 1.507 -4.450
C -2.182 1.358 -5.352
C -2.605 2.417 -6.139
C -1.988 3.656 -6.034
C -0.938 3.820 -5.142
C -0.514 2.755 -4.358
H 1.620 0.705 -3.926
H 1.528 -0.408 -2.539
H 1.203 1.292 -2.285
H 0.329 -0.069 -6.150
H 0.593 -1.986 -7.667
H -0.066 -4.256 -6.930
H -0.977 -4.588 -4.652
H -1.253 -2.660 -3.141
H -2.672 0.396 -5.446
H -3.422 2.274 -6.836
H -2.323 4.487 -6.643
H -0.443 4.779 -5.055
H 0.306 2.899 -3.667
*
```

Atom charges from the natural (NBO) analysis, given in e for atoms 1 to 8: 1.0388, -0.9865, 2.3345, -0.9742, -0.9783, 0.1868, -0.2859, -0.1779

=====

# 3
Density functional theory data (the ωB97M-V functional and the def2-TZVPD basis) for a structure of composition C42H34Cl2CrN7O2S.

Output
Frontier orbital gap (spin up / spin down), eV: 6.86 / 7.06
ΔE to the lowest compared entry with this formula, charge and spin, kcal/mol: 0.00
HOMO (spin up / spin down), eV: -6.76 / -7.01

Geometry as ORCA input:
```
! RIJCOSX wB97M-V def2-TZVPD def2/J DEFGRID3
* xyz 0 4
Cr -0.061 -1.154 0.431
C -3.442 1.846 -0.154
C -2.329 1.036 -0.432
N -1.513 0.604 0.501
C -1.759 0.928 1.797
C -2.830 1.763 2.167
C -3.684 2.213 1.140
C -2.997 2.119 3.528
C -2.108 1.645 4.446
C -1.040 0.793 4.088
C -0.850 0.401 2.779
N 0.150 -0.368 2.241
C 1.415 -0.517 2.755
C 1.843 -0.568 4.067
C 3.217 -0.622 4.384
C 4.187 -0.621 3.423
C 3.799 -0.596 2.062
C 4.713 -0.575 0.986
C 4.253 -0.536 -0.299
C 2.867 -0.554 -0.528
N 1.995 -0.591 0.449
C 2.432 -0.579 1.741
H -4.082 2.168 -0.964
H -2.097 0.748 -1.449
H -4.528 2.844 1.395
H -3.827 2.753 3.816
H -2.221 1.907 5.491
H -0.402 0.436 4.878
H 1.135 -0.608 4.878
H 3.496 -0.663 5.429
H 5.239 -0.648 3.679
H 5.776 -0.584 1.197
H 4.930 -0.505 -1.141
H 2.467 -0.536 -1.534
C 1.319 1.522 -5.559
N 1.327 2.462 -4.457
C 1.695 3.794 -4.529
C 1.525 4.321 -3.308
N 1.067 3.301 -2.479
C 0.922 2.142 -3.196
S 0.280 0.654 -2.775
C 0.738 3.495 -1.110
C 0.087 4.665 -0.738
C -0.245 4.817 0.597
C 0.078 3.809 1.488
C 0.737 2.692 1.001
N 1.072 2.533 -0.277
H 1.697 2.030 -6.444
H 0.307 1.162 -5.735
H 1.946 0.665 -5.321
H 2.055 4.238 -5.440
H 1.738 5.304 -2.932
H -0.197 5.407 -1.471
H -0.767 5.706 0.928
H -0.177 3.872 2.538
H 1.007 1.879 1.661
Cl -2.971 -6.584 -3.325
C -1.474 -5.783 -3.670
C -0.770 -6.176 -4.794
C 0.380 -5.499 -5.164
C 0.808 -4.421 -4.412
C 0.108 -4.059 -3.277
Cl 0.681 -2.667 -2.394
C -1.038 -4.734 -2.841
N -1.735 -4.351 -1.703
C -1.957 -5.233 -0.615
C -1.296 -6.452 -0.508
C -1.527 -7.287 0.573
C -2.411 -6.908 1.570
C -3.059 -5.686 1.470
C -2.855 -4.840 0.388
C -3.557 -3.505 0.327
C -2.623 -2.425 0.850
O -2.696 -2.014 1.992
O -1.724 -2.035 -0.016
H -1.149 -6.999 -5.385
H 0.929 -5.799 -6.046
H 1.687 -3.855 -4.688
H -1.586 -3.395 -1.392
H -0.585 -6.746 -1.271
H -1.003 -8.233 0.638
H -2.593 -7.553 2.420
H -3.744 -5.370 2.249
H -4.446 -3.519 0.953
H -3.841 -3.278 -0.703
C 0.597 -3.001 1.027
H 0.219 -3.123 2.045
H 1.682 -3.131 1.023
H 0.148 -3.768 0.393
*
```

Atom charges from the Löwdin analysis, given in e for atoms 1 to 8: 0.7808, -0.0356, -0.1265, 0.0681, -0.1737, -0.1591, -0.0042, -0.0546